1.
31
Properties=species:S:1:pos:R:3 method="wB97M-V/def2-TZVPD" largest_force_ev_per_a=4.60 e_tot_ha=-1015.39138 homo_lumo_gap_ev=9.5 de_lowest_kj_mol=227.6
C -2.96 -0.64 -0.99
C -2.68 -0.32 1.41
C -1.87 -1.46 -0.93
C -1.58 -1.14 1.42
C -3.38 0.02 0.21
C -1.19 -1.76 0.24
C 1.34 -1.76 -2.13
C 1.12 -1.49 -0.91
C -4.47 0.95 0.16
C 3.29 0.69 1.39
C 2.87 -0.33 0.26
C 1.42 -0.11 -0.19
O 0.96 -2.56 1.51
O 1.17 0.99 -1.02
S 0.36 -2.76 0.21
H -3.48 -0.57 -2.00
H -2.95 0.19 2.39
H -1.68 -1.77 -1.92
H -1.12 -1.15 2.43
H 1.11 -2.88 -2.43
H 1.71 -1.01 -2.80
H -4.91 0.94 -0.88
H -5.22 0.68 0.87
H -4.17 1.99 0.44
H 3.20 -0.05 2.34
H 4.33 0.95 1.16
H 2.55 1.56 1.44
H 3.54 -0.16 -0.53
H 2.91 -1.43 0.53
H 0.77 -0.06 0.62
H 0.93 0.72 -1.93



2.
135
Properties=species:S:1:pos:R:3 method="wB97M-V/def2-TZVPD" smiles="CCOC(=O)OC.CCOC(=O)OC.CCOC(=O)OC.COCCNCCOC.COCCNCCOC.CO.CO.CO.CO.CO.CO.CO" largest_force_ev_per_a=4.55 e_tot_ha=-2844.38244 homo_lumo_gap_ev=9.1
C -3.07 -4.18 -6.22
C -4.34 -3.48 -5.66
O -4.05 -2.11 -5.53
C -4.89 -1.33 -4.83
O -6.03 -1.61 -4.39
O -4.29 -0.15 -4.71
C -4.89 0.86 -3.90
H -2.30 -4.27 -5.45
H -2.70 -3.56 -7.04
H -3.26 -5.18 -6.61
H -4.50 -4.00 -4.72
H -5.12 -3.70 -6.39
H -4.32 0.76 -2.98
H -5.96 0.81 -3.70
H -4.57 1.78 -4.39
C -0.41 -2.26 1.86
C -1.44 -3.21 2.41
O -0.82 -4.00 3.36
C -0.38 -5.20 2.98
O -0.62 -5.73 1.86
O 0.23 -5.91 3.96
C 0.66 -5.35 5.20
H -0.96 -1.45 1.39
H 0.22 -2.79 1.13
H 0.31 -1.84 2.56
H -1.99 -3.70 1.61
H -2.14 -2.64 3.03
H 0.33 -5.98 6.03
H 0.22 -4.37 5.41
H 1.75 -5.34 5.25
C 7.89 2.64 -3.96
C 6.72 2.17 -4.83
O 5.81 1.44 -4.03
C 4.72 0.98 -4.61
O 4.44 1.09 -5.81
O 3.90 0.57 -3.67
C 2.55 0.27 -3.98
H 8.56 3.29 -4.52
H 8.35 1.78 -3.47
H 7.54 3.33 -3.19
H 7.07 1.54 -5.64
H 6.28 3.08 -5.25
H 2.46 -0.15 -4.98
H 1.96 1.19 -3.96
H 2.07 -0.46 -3.33
C 10.09 2.44 5.30
O 9.38 2.87 4.15
C 8.68 1.81 3.50
C 8.06 2.49 2.30
N 7.02 1.66 1.74
C 6.44 2.16 0.48
C 5.38 1.35 -0.23
O 4.21 1.21 0.65
C 3.10 0.57 -0.01
H 10.60 3.32 5.70
H 10.95 1.83 5.01
H 9.45 2.04 6.08
H 7.91 1.44 4.18
H 9.28 0.98 3.14
H 8.86 2.69 1.59
H 7.68 3.48 2.56
H 6.23 1.56 2.36
H 7.26 2.39 -0.20
H 5.99 3.12 0.72
H 5.70 0.32 -0.37
H 4.92 1.73 -1.14
H 3.50 -0.37 -0.39
H 2.78 1.28 -0.77
H 2.19 0.37 0.56
C -3.07 -3.51 5.96
O -3.99 -3.74 4.88
C -5.13 -2.91 4.82
C -6.15 -3.58 3.89
N -6.01 -3.31 2.46
C -6.22 -1.92 2.06
C -5.93 -1.83 0.58
O -4.55 -1.80 0.26
C -4.28 -2.31 -1.08
H -2.17 -4.10 5.83
H -3.39 -3.79 6.96
H -2.82 -2.45 5.90
H -4.85 -1.92 4.45
H -5.53 -2.72 5.81
H -7.18 -3.28 4.09
H -6.16 -4.67 3.98
H -5.06 -3.40 2.14
H -5.62 -1.17 2.57
H -7.27 -1.69 2.21
H -6.47 -0.93 0.27
H -6.42 -2.61 -0.01
H -3.21 -2.21 -1.25
H -4.77 -1.61 -1.75
H -4.68 -3.28 -1.36
C -1.75 4.19 1.70
O -1.26 4.59 2.94
H -2.67 4.69 1.42
H -1.05 4.42 0.90
H -2.04 3.14 1.77
H -0.34 4.32 2.99
C -0.67 -2.03 -4.08
O -0.91 -0.66 -3.87
H 0.02 -2.44 -3.34
H -1.59 -2.61 -4.13
H -0.29 -2.12 -5.10
H -1.22 -0.25 -4.68
C 1.29 4.06 -2.26
O 0.11 3.63 -1.65
H 1.08 4.43 -3.26
H 1.64 4.94 -1.72
H 2.04 3.28 -2.35
H 0.10 2.67 -1.70
C -0.99 0.65 -0.75
O 0.05 0.65 -1.62
H -1.10 -0.36 -0.37
H -0.81 1.27 0.12
H -1.96 0.92 -1.19
H -0.33 0.28 -2.42
C -4.57 1.47 1.58
O -3.49 0.58 1.12
H -4.16 2.40 1.95
H -5.29 1.68 0.78
H -5.09 0.91 2.36
H -3.90 -0.19 0.74
C -3.98 3.83 -1.13
O -4.54 4.71 -2.11
H -3.97 4.19 -0.10
H -4.55 2.90 -1.22
H -2.96 3.57 -1.41
H -4.04 5.53 -2.10
C 1.10 2.27 2.38
O 1.13 3.37 3.20
H 0.16 1.74 2.57
H 1.21 2.53 1.33
H 1.90 1.58 2.64
H 2.05 3.66 3.18



3.
79
Properties=species:S:1:pos:R:3 method="wB97M-V/def2-TZVPD" largest_force_ev_per_a=5.36 e_tot_ha=-1829.31131 homo_lumo_gap_ev=7.5
C 1.35 0.32 4.65
O 0.20 1.19 4.53
C -0.91 0.49 3.86
C -0.45 -0.33 2.55
C -1.57 -0.35 1.36
C -0.71 -0.56 0.00
C -0.51 0.70 -0.90
C 0.36 0.54 -2.19
C 0.57 1.90 -3.05
C 1.95 1.86 -3.90
N 3.12 2.12 -3.35
C 1.00 -0.84 -2.61
C 0.76 -2.06 -1.66
C -0.08 -1.94 -0.33
C -0.23 -3.22 0.60
O -1.14 -3.40 1.45
C 0.92 -4.34 0.45
C 1.72 -4.50 -0.72
C 1.39 -3.51 -1.94
O 1.62 -3.86 -3.13
H 1.97 0.31 3.67
H 1.09 -0.78 4.86
H 2.11 0.67 5.46
H -1.29 -0.28 4.64
H -1.75 1.22 3.61
H -0.22 -1.42 2.77
H 0.47 0.19 2.07
H -2.11 0.65 1.24
H -2.36 -1.16 1.50
H -1.01 1.67 -0.58
H -0.35 2.09 -3.69
H 0.75 2.72 -2.25
H 1.83 1.63 -5.02
H 2.93 2.32 -2.34
H 1.62 -0.95 -3.57
H 1.11 -5.05 1.33
H 2.55 -5.29 -0.79
C -3.78 -2.96 -1.41
C -3.07 -1.85 -2.12
N -2.52 -0.97 -2.68
H -4.85 -2.89 -1.58
H -3.42 -3.92 -1.78
H -3.58 -2.89 -0.33
C -4.66 2.78 1.66
C -4.21 1.62 2.49
N -3.85 0.71 3.15
H -5.71 2.66 1.39
H -4.54 3.71 2.21
H -4.07 2.83 0.74
C 4.11 2.15 8.01
C 3.60 0.82 7.54
N 3.19 -0.23 7.17
H 5.19 2.20 7.86
H 3.63 2.95 7.45
H 3.89 2.27 9.08
C 3.11 -2.97 8.64
C 3.60 -4.16 9.41
N 3.98 -5.10 10.02
H 3.88 -2.65 7.93
H 2.21 -3.23 8.09
H 2.89 -2.15 9.32
C -1.25 0.92 -7.46
C 0.04 1.59 -7.06
N 1.05 2.11 -6.75
H -1.83 1.59 -8.09
H -1.03 0.00 -8.01
H -1.83 0.67 -6.57
C -2.58 -1.19 -10.89
C -2.50 -1.48 -9.42
N -2.44 -1.71 -8.26
H -2.95 -2.07 -11.42
H -3.27 -0.36 -11.06
H -1.60 -0.93 -11.27
C 1.50 6.07 -0.87
C 1.26 4.61 -0.58
N 1.08 3.47 -0.36
H 2.03 6.18 -1.82
H 0.55 6.59 -0.93
H 2.10 6.51 -0.07



4.
134
Properties=species:S:1:pos:R:3 method="wB97M-V/def2-TZVPD" largest_force_ev_per_a=2.92 e_tot_ha=-2391.62861 homo_lumo_gap_ev=9.7
C -8.67 -7.71 -4.78
C -7.22 -7.27 -4.38
O -7.37 -5.91 -4.04
H -8.85 -7.00 -5.58
H -9.42 -7.66 -4.00
H -8.79 -8.72 -5.18
H -6.55 -7.23 -5.23
H -6.74 -7.84 -3.58
H -7.97 -5.48 -4.65
C -7.04 1.12 4.54
C -6.90 -0.37 4.25
O -7.52 -1.07 5.28
H -6.76 1.31 5.58
H -8.10 1.26 4.36
H -6.51 1.82 3.90
H -5.85 -0.68 4.27
H -7.40 -0.72 3.34
H -6.95 -0.89 6.03
C -4.61 -7.79 2.51
C -5.98 -8.52 2.29
O -6.37 -9.08 3.54
H -3.86 -8.58 2.48
H -4.59 -7.29 3.48
H -4.34 -7.12 1.70
H -5.85 -9.37 1.62
H -6.71 -7.92 1.75
H -6.72 -9.93 3.26
C 10.55 2.55 3.32
C 10.27 2.73 4.75
O 11.37 3.46 5.26
H 11.43 1.92 3.17
H 10.58 3.55 2.88
H 9.65 2.13 2.87
H 10.23 1.74 5.21
H 9.40 3.35 4.94
H 11.18 3.81 6.13
C 2.89 9.22 4.22
C 1.90 9.10 3.07
O 0.85 8.10 3.23
H 3.70 9.92 4.03
H 3.17 8.18 4.34
H 2.31 9.47 5.11
H 2.51 8.84 2.21
H 1.52 10.06 2.74
H 0.25 8.15 2.49
C 4.07 -8.40 2.91
C 4.44 -8.37 4.37
O 5.52 -9.26 4.45
H 4.85 -8.17 2.18
H 3.29 -7.65 2.76
H 3.73 -9.40 2.65
H 3.67 -8.64 5.09
H 4.83 -7.36 4.54
H 6.23 -9.14 3.81
O -0.34 -1.64 7.84
H 0.22 -1.54 8.61
H 0.12 -1.15 7.15
O 6.95 2.56 10.16
H 7.79 2.10 10.12
H 7.10 3.29 10.76
O 8.01 -2.96 4.66
H 8.30 -2.47 5.43
H 8.66 -3.65 4.56
O 3.76 -1.16 11.25
H 4.12 -0.47 10.68
H 4.52 -1.70 11.47
C -6.16 9.81 0.22
C -5.10 10.76 -0.29
C -4.17 10.01 -1.30
O -3.80 8.69 -0.92
C -3.28 7.95 -2.03
N -5.67 11.99 -0.88
H -6.48 9.20 -0.63
H -7.00 10.31 0.69
H -5.78 9.10 0.96
H -4.61 11.02 0.65
H -3.20 10.50 -1.38
H -4.68 9.96 -2.26
H -2.34 8.38 -2.35
H -3.89 7.84 -2.93
H -3.00 6.99 -1.60
H -6.57 11.75 -1.26
H -5.14 12.17 -1.72
C 3.26 -7.35 -5.06
C 4.54 -7.08 -5.79
C 5.59 -6.11 -5.17
O 5.11 -4.72 -5.12
C 5.73 -3.85 -4.08
N 5.21 -8.30 -6.18
H 2.66 -6.45 -5.16
H 3.26 -7.46 -3.98
H 2.77 -8.23 -5.50
H 4.15 -6.55 -6.66
H 6.53 -5.97 -5.72
H 5.85 -6.56 -4.21
H 6.76 -3.60 -4.31
H 5.80 -4.34 -3.11
H 5.18 -2.91 -3.95
H 4.72 -8.64 -7.00
H 6.01 -7.96 -6.69
C 2.38 1.31 1.58
C 1.49 0.47 2.49
C 0.68 -0.68 1.87
O -0.29 -0.15 1.03
C -0.63 -1.07 -0.05
N 2.20 0.09 3.76
H 2.78 2.23 2.01
H 1.68 1.68 0.83
H 3.19 0.68 1.19
H 0.63 0.96 2.95
H 0.17 -1.35 2.56
H 1.39 -1.25 1.27
H -0.24 -0.57 -0.93
H -1.72 -1.06 0.07
H -0.25 -2.09 -0.03
H 2.68 0.93 4.02
H 2.94 -0.56 3.53
C -1.26 3.97 -8.74
C -2.30 3.46 -9.72
C -3.68 3.34 -9.10
O -3.62 2.40 -8.05
C -4.86 2.25 -7.36
N -2.21 4.20 -11.01
H -1.37 3.44 -7.80
H -1.64 4.98 -8.64
H -0.21 3.92 -9.02
H -2.14 2.41 -9.94
H -4.49 3.05 -9.77
H -4.07 4.33 -8.83
H -5.75 2.18 -7.99
H -5.07 3.06 -6.66
H -4.93 1.28 -6.86
H -1.24 4.19 -11.29
H -2.43 5.17 -10.86



5.
81
Properties=species:S:1:pos:R:3 method="wB97M-V/def2-TZVPD" charge=+2 largest_force_ev_per_a=1.09 e_tot_ha=-5494.28476 homo_lumo_gap_ev=7.0
Ti 0.78 0.47 0.84
C -2.62 1.75 -1.66
C -1.32 1.32 -1.06
N -1.18 0.88 0.16
N -2.29 0.83 0.96
C -2.07 0.18 2.07
N -3.09 0.00 2.92
S -0.52 -0.52 2.55
C -0.08 1.35 -1.85
C -0.07 1.72 -3.19
C 1.15 1.76 -3.86
C 2.31 1.43 -3.17
C 2.21 1.05 -1.85
N 1.05 1.00 -1.19
H -3.43 1.61 -0.95
H -2.57 2.80 -1.95
H -2.82 1.17 -2.56
H -4.01 0.31 2.64
H -2.99 -0.55 3.75
H -0.99 1.98 -3.69
H 1.19 2.05 -4.90
H 3.28 1.46 -3.65
H 3.09 0.76 -1.27
C -1.41 4.44 0.29
C 0.08 4.11 0.27
C 0.91 5.40 0.28
C 0.52 3.23 1.43
C 1.79 2.64 1.41
C 2.31 1.99 2.54
C 1.57 1.92 3.73
C 2.12 1.22 4.94
C 0.31 2.52 3.74
C -0.21 3.14 2.62
H -1.70 4.93 -0.63
H -1.65 5.14 1.10
H -2.04 3.56 0.43
H 0.31 3.58 -0.65
H 0.76 5.95 1.21
H 0.61 6.05 -0.54
H 1.98 5.20 0.17
H 2.44 2.79 0.56
H 3.31 1.59 2.51
H 3.04 0.69 4.71
H 1.39 0.51 5.33
H 2.33 1.94 5.73
H -0.28 2.48 4.65
H -1.19 3.59 2.68
S 2.57 -0.86 1.30
C 2.39 -2.61 0.99
C 3.41 -3.45 1.43
C 3.31 -4.81 1.19
C 2.21 -5.33 0.51
C 1.20 -4.49 0.08
C 1.28 -3.13 0.34
As 0.02 -1.84 -0.29
C 0.23 -1.97 -2.20
C 1.54 -1.90 -2.68
C 1.80 -2.04 -4.03
C 0.74 -2.24 -4.92
C -0.56 -2.33 -4.44
C -0.82 -2.21 -3.08
C -1.73 -2.50 0.10
C -1.90 -3.57 0.98
C -3.17 -4.03 1.28
C -4.28 -3.42 0.72
C -4.13 -2.35 -0.15
C -2.85 -1.89 -0.45
H 4.27 -3.05 1.94
H 4.09 -5.47 1.52
H 2.15 -6.39 0.32
H 0.35 -4.90 -0.46
H 2.38 -1.79 -1.99
H 2.81 -2.01 -4.40
H 0.94 -2.36 -5.98
H -1.37 -2.52 -5.13
H -1.84 -2.32 -2.73
H -1.04 -4.05 1.44
H -3.30 -4.86 1.96
H -5.28 -3.79 0.94
H -4.99 -1.88 -0.60
H -2.75 -1.04 -1.13